Record 1
C20H60O10S5 | the ωB97M-V functional and the def2-TZVPD basis

Each line ends with the Löwdin charge.
Atoms and positions in Å:
C -1.6892 -2.5689 2.2942  -0.07
C -1.1378 -3.4923 1.2845  -0.29
O -0.4763 -4.6685 1.8493  -0.07
H -2.3179 -3.0205 3.1086  0.10
H -2.5682 -1.9569 1.8945  0.11
H -0.8963 -2.0525 2.6807  0.02
H -0.4181 -2.9973 0.9470  0.02
H -1.8717 -3.9076 0.7989  0.06
H 0.0509 -5.0043 1.1454  -0.03
C -0.2656 0.0844 0.4009  -0.07
C 1.2133 0.2425 0.4161  -0.32
O 1.4154 1.4210 1.1041  -0.09
H -0.4186 -0.8076 -0.2171  0.08
H -0.8173 0.7846 -0.0330  0.00
H -0.7423 0.2126 1.3807  0.08
H 1.5954 0.4223 -0.6524  0.13
H 1.6690 -0.6552 0.7896  0.08
H 1.3252 2.1745 0.5211  0.01
C 2.8506 -0.2409 -4.1610  -0.04
C 3.3835 0.9445 -3.1807  -0.25
O 4.2342 0.3015 -2.2317  -0.14
H 2.3863 -0.9871 -3.6594  0.00
H 3.7660 -0.5522 -4.6605  0.06
H 2.2855 0.1114 -5.0803  0.08
H 2.6204 1.2462 -2.5994  0.02
H 4.0959 1.7861 -3.6128  0.15
H 5.1377 0.6821 -2.1569  0.09
C -2.6358 1.5172 3.3847  -0.05
C -3.4004 2.6805 4.0551  -0.32
O -4.7914 2.4560 4.1266  -0.10
H -1.6020 1.6218 3.4727  0.06
H -2.7646 1.7530 2.2546  0.09
H -2.9797 0.6451 3.6690  0.02
H -3.0753 3.4769 3.6097  0.03
H -3.0151 2.7492 5.1968  0.15
H -5.3404 3.2673 4.4744  0.15
C -0.6192 1.8686 -3.8618  -0.07
C -1.7960 0.9538 -3.6977  -0.42
O -2.1369 0.8067 -2.4176  -0.16
H -0.0554 1.6725 -4.7766  0.08
H 0.1569 1.5481 -3.1821  0.06
H -0.7478 2.8603 -3.6044  0.02
H -1.5652 -0.1280 -3.9695  0.11
H -2.6706 1.1238 -4.4042  0.12
H -2.9562 0.1485 -2.1714  0.10
C -3.1183 3.9080 -1.4609  -0.24
S -1.3461 4.1918 -1.0153  0.78
O -1.1286 5.7331 -1.0717  -0.58
C -1.5551 3.8867 0.7020  -0.32
H -3.1931 2.8459 -0.8044  0.12
H -2.9292 4.0091 -2.5883  0.06
H -3.5894 4.8072 -1.0888  0.03
H -2.5185 4.2836 0.9280  0.02
H -0.8701 4.6130 1.3892  0.12
H -1.8550 2.8877 1.1189  0.03
C 4.1634 3.5830 -0.2732  -0.25
S 2.6512 4.4536 -0.7135  0.90
O 1.7025 3.2926 -0.7851  -0.58
C 2.2801 5.2181 0.8516  -0.27
H 4.7355 3.4321 -1.2044  0.05
H 4.0892 2.6760 0.4836  0.13
H 4.7633 4.1075 0.2713  -0.04
H 1.2734 5.6734 0.7227  0.05
H 3.0071 5.9907 1.1366  0.06
H 2.3417 4.7522 1.8097  0.06
C 1.4383 -2.8571 5.3900  -0.25
S 3.0188 -2.3771 4.6783  0.88
O 3.6250 -3.5794 3.9461  -0.56
C 2.3894 -1.2757 3.4870  -0.27
H 0.6509 -2.8226 4.6815  0.03
H 1.0326 -2.1397 6.1371  0.07
H 1.2109 -3.6623 5.9478  0.01
H 3.2035 -1.2159 2.8449  0.05
H 1.8836 -0.5693 4.0551  0.06
H 1.8729 -1.5497 2.7015  -0.02
C 3.2816 -3.8669 0.5111  -0.15
S 2.3869 -4.9067 -0.8079  0.91
O 1.0388 -5.4333 -0.2298  -0.57
C 1.7954 -3.6118 -1.8476  -0.33
H 3.9090 -4.3672 1.0898  0.01
H 2.6813 -3.3756 1.0323  -0.06
H 3.6906 -3.0043 0.0101  0.07
H 1.3540 -2.8393 -0.9921  0.10
H 0.9707 -3.8051 -2.5864  0.05
H 2.5475 -3.0925 -2.6246  0.09
C -2.2287 -3.5218 -2.3245  -0.31
S -3.6866 -2.8124 -1.7842  0.87
O -3.6304 -1.2748 -2.0090  -0.53
C -4.8230 -3.5105 -3.0192  -0.22
H -2.1243 -3.0731 -3.3706  0.09
H -2.2503 -4.5432 -2.2255  0.03
H -1.2961 -3.0923 -1.6456  0.11
H -5.7801 -3.0950 -2.6866  0.06
H -4.9501 -4.4428 -3.3205  0.01
H -4.5308 -3.1508 -3.9758  0.05

Computed properties:
Net charge = 0
Gap between HOMO and LUMO = 8.71 eV
Energy above the lowest of the compared OMol25 structures with the same formula, charge and spin = 116.54 kJ/mol

***

Record 2
C20H61B2FN4O20 | the ωB97M-V functional and the def2-TZVPD basis

Each line ends with the Löwdin charge.
Atoms and positions in Å:
C 0.9180 -4.3401 4.0961  -0.06
C 1.1539 -3.1202 3.1970  -0.20
O 1.7491 -2.0625 3.9630  0.08
B 2.3104 -1.0346 3.2539  -0.61
O 3.2744 -0.2915 3.8803  0.18
C 1.8095 -0.6968 1.7853  -0.04
C 0.6034 -0.0650 1.6670  0.03
C 0.0525 0.2402 0.4052  -0.17
N -1.1610 0.8700 0.3291  0.21
C -1.5603 1.0905 -0.8974  -0.16
C -2.8822 1.8389 -0.9937  -0.26
F -2.5713 3.1841 -0.7318  -0.02
C -3.9265 1.3099 0.0170  -0.18
C -4.0133 2.1818 1.2723  -0.09
C -0.8497 0.6950 -2.0712  -0.20
C -1.3951 0.9413 -3.4632  -0.11
C -2.5365 -0.0472 -3.7412  -0.10
C -2.0266 -1.4350 -4.0994  -0.52
N -2.9488 -2.4635 -3.9046  0.15
O -0.9266 -1.6400 -4.5580  0.08
N 0.3081 0.0937 -1.9885  0.22
C 0.7846 -0.1306 -0.7371  -0.13
C 2.0554 -0.7568 -0.6061  -0.16
N 2.8141 -1.1015 -1.7557  0.15
C 3.6690 -0.2623 -2.2055  -0.34
C 5.0957 -0.6808 -2.4508  -0.01
C 3.3281 1.1836 -2.4948  -0.01
C 2.5740 -1.0576 0.6277  0.00
B 3.9622 -1.7816 0.7897  -0.48
C 4.2424 -3.1691 0.1143  0.01
O 4.8876 -1.1391 1.5809  0.14
H 1.6988 -5.0757 3.9556  0.05
H 0.0010 -4.8134 3.7445  0.08
H 0.7798 -4.0494 5.1322  0.05
H 0.1865 -2.8195 2.7950  0.12
H 1.8086 -3.4479 2.3888  0.12
H 3.9833 -0.0793 3.2594  0.09
H 0.0494 0.2017 2.5604  0.12
H -3.3222 1.7653 -1.9832  0.12
H -4.8940 1.3335 -0.4817  0.08
H -3.6570 0.2869 0.2684  0.11
H -4.2055 3.2225 1.0249  0.07
H -3.1022 2.0856 1.8591  0.06
H -4.8750 1.8490 1.8520  0.07
H -1.7789 1.9602 -3.4845  0.11
H -0.5852 0.7785 -4.1672  0.12
H -3.2104 0.3182 -4.5193  0.13
H -3.1487 -0.1520 -2.8422  0.10
H -3.6641 -2.1916 -3.2381  0.04
H -2.4776 -3.2883 -3.5524  0.11
H 5.5947 -0.8277 -1.4932  0.08
H 5.1374 -1.5790 -3.0683  0.09
H 5.6322 0.1015 -2.9857  0.06
H 4.1246 1.6868 -3.0323  0.04
H 3.1298 1.6822 -1.5386  0.10
H 2.3914 1.1915 -3.0478  0.07
H 4.9731 -3.7623 0.6683  0.07
H 3.3049 -3.7157 0.0196  0.07
H 4.6474 -3.0187 -0.8859  0.04
H 5.7945 -1.3583 1.3265  0.07
O 7.7145 -1.9758 1.7179  -0.04
H 7.3963 -2.5791 2.3987  0.05
H 8.6580 -1.8986 1.8867  0.05
O -0.2481 4.1812 1.3384  -0.05
H -0.6016 3.2876 1.2471  0.01
H -0.6509 4.6811 0.6229  0.04
O -0.4896 2.5479 4.0289  -0.06
H -0.2244 3.2530 3.4239  0.01
H -0.2390 2.8774 4.8973  0.04
O -2.9747 3.6466 5.2038  -0.06
H -2.7873 3.6518 4.2589  0.03
H -3.1207 2.7168 5.4007  0.05
O -5.5059 -2.2380 -2.0659  -0.05
H -5.2671 -2.8690 -1.3783  0.05
H -6.4325 -2.4298 -2.2519  0.05
O -1.2314 -3.7795 6.7138  -0.06
H -1.1802 -3.6185 7.6605  0.03
H -0.9111 -2.9635 6.3155  0.03
O -6.8589 1.8792 -1.8405  -0.06
H -7.4553 2.6285 -1.7324  0.02
H -6.8624 1.7196 -2.7891  0.04
O 4.0489 -4.8868 -2.6781  -0.06
H 3.4480 -4.1374 -2.5819  0.02
H 4.1055 -5.0303 -3.6275  0.03
O -5.4231 5.3860 5.3077  -0.07
H -5.6919 4.7535 5.9795  0.03
H -4.4647 5.4144 5.4031  0.01
O -6.6590 -2.2488 -5.0725  -0.06
H -5.9240 -2.5743 -4.5393  0.00
H -6.2969 -1.4825 -5.5270  0.03
O -7.0117 4.4652 -2.7984  -0.06
H -6.2227 4.1869 -2.3198  0.03
H -6.7220 5.2355 -3.3017  0.02
O 5.8455 2.3059 -4.4184  -0.07
H 6.3373 2.8577 -3.7975  0.01
H 6.1511 2.6093 -5.2778  0.03
O 2.8567 -3.1030 6.6947  -0.06
H 2.9737 -2.4620 5.9810  0.02
H 3.2401 -2.6861 7.4714  0.03
O 1.3624 -7.0610 2.7983  -0.05
H 0.8391 -7.6212 2.2166  0.04
H 1.7260 -7.6695 3.4495  0.04
O -5.0933 6.6807 -4.3676  -0.05
H -4.8960 7.3074 -3.6640  0.04
H -4.7002 7.0717 -5.1534  0.04
O 7.3206 4.7402 -4.0581  -0.04
H 6.7874 5.5416 -4.0498  0.05
H 8.2240 5.0502 -3.9399  0.05

Computed properties:
Net charge = 0
Gap between HOMO and LUMO = 7.92 eV

***

Record 3
C20H61N7O12 | the ωB97M-V functional and the def2-TZVPD basis

Each line ends with the Löwdin charge.
Atoms and positions in Å:
O -5.5499 -0.5050 -1.6500  -0.11
H -5.1154 -0.8561 -0.8384  0.00
H -6.5187 -0.5708 -1.4180  0.06
O -2.8802 -6.0956 -0.2942  -0.05
H -3.2793 -5.5320 -0.9335  0.01
H -3.2033 -6.9951 -0.3764  0.04
O -3.9810 -2.0563 0.0643  -0.06
H -3.6472 -1.5154 0.7809  0.03
H -3.2030 -2.3526 -0.4504  0.01
O -1.3259 -5.4986 -3.4617  -0.08
H -1.1533 -4.5309 -3.2826  0.03
H -1.1849 -5.9189 -2.6124  0.01
C -2.0600 -0.6673 -3.3452  -0.63
O -0.8452 -0.5831 -3.2318  -0.02
N -2.9055 0.3754 -3.2051  0.21
N -2.5727 -1.9001 -3.7480  0.17
H -3.8749 0.3408 -3.0493  0.06
H -2.4282 1.2609 -2.9853  0.10
H -3.3370 -2.2657 -3.2390  0.08
H -1.8877 -2.6264 -3.8714  0.08
C -0.7828 -2.9331 -0.4229  -0.60
O -1.7958 -3.2958 -1.0884  -0.07
N -0.4595 -3.5727 0.7697  0.18
N 0.0727 -2.0050 -0.9315  0.20
H 0.0632 -3.0343 1.4462  0.06
H -1.2424 -4.1007 1.1157  0.09
H 0.8700 -1.6264 -0.4205  0.06
H -0.3970 -1.5335 -1.7333  0.08
C 0.3082 1.0682 6.0512  -0.13
O 0.3072 -0.0873 5.2796  -0.23
C -0.2960 -1.1980 5.9246  -0.20
C -0.1358 -2.4469 5.1210  -0.25
N 1.1939 -2.7366 4.8566  -0.06
C 1.3768 -4.0047 4.2279  -0.20
C 2.8559 -4.1376 3.9805  -0.26
O 3.4483 -3.1830 3.1361  -0.21
C 4.8879 -3.2831 3.0728  -0.07
H 0.9409 1.8435 5.5972  0.09
H 0.6977 0.8488 7.0370  0.07
H -0.7622 1.4155 6.2611  0.11
H -1.3608 -1.0134 6.1304  0.13
H 0.1814 -1.2358 6.9246  0.13
H -0.7216 -2.5187 4.1752  0.13
H -0.4313 -3.2413 5.7746  0.12
H 1.5437 -1.9829 4.3280  0.09
H 0.8212 -4.1037 3.2721  0.11
H 1.0537 -4.8111 4.9355  0.14
H 3.0467 -5.1958 3.6539  0.14
H 3.2598 -4.1282 4.9675  0.11
H 5.3471 -2.4446 2.5722  0.08
H 5.1152 -4.2756 2.5996  0.10
H 5.2302 -3.3790 4.0936  0.08
C 2.5745 -1.1403 -3.7716  -0.17
O 3.0982 -0.8181 -2.5739  -0.20
C 3.5078 -1.9306 -1.7867  -0.23
C 3.7904 -1.3184 -0.4653  -0.16
N 2.5081 -0.6764 0.0723  -0.06
C 2.6579 -0.3575 1.4910  -0.22
C 1.4321 0.1687 2.1275  -0.24
O 0.3055 -0.7151 2.0795  -0.20
C -0.8664 0.1419 2.2211  -0.07
H 3.3323 -1.0510 -4.5767  0.09
H 1.7486 -0.4252 -3.9681  0.08
H 2.1040 -2.1903 -3.8557  0.11
H 4.4371 -2.4224 -2.1824  0.14
H 2.7335 -2.7134 -1.8360  0.12
H 4.4869 -0.5111 -0.6582  0.12
H 4.1793 -2.0174 0.2204  0.09
H 2.3574 0.2304 -0.4474  0.14
H 3.4928 0.2859 1.6481  0.11
H 2.8500 -1.3394 2.0211  0.12
H 1.1036 1.0882 1.6110  0.11
H 1.6192 0.4641 3.1939  0.13
H -0.8423 0.8605 1.3913  0.07
H -0.8135 0.7445 3.1339  0.08
H -1.7466 -0.4724 2.3221  0.08
C -0.9446 10.0896 -2.2502  -0.08
O -0.7544 8.8349 -2.9923  -0.18
C -1.9223 8.0614 -2.9612  -0.26
C -1.7003 6.7953 -3.7120  -0.23
N -0.8270 5.7837 -3.1179  -0.03
C -0.6971 4.6657 -4.0659  -0.23
C -0.1336 3.5743 -3.2975  -0.29
O -1.0760 3.0658 -2.3932  -0.19
C -0.4484 2.0794 -1.5012  -0.08
H -1.1959 9.9384 -1.1743  0.09
H -1.7430 10.6945 -2.6516  0.07
H 0.0268 10.5995 -2.3706  0.09
H -2.7019 8.5454 -3.5060  0.11
H -2.1782 7.8532 -1.9305  0.12
H -1.3463 7.0923 -4.6511  0.10
H -2.6760 6.3401 -3.9076  0.12
H -1.3133 5.4336 -2.3287  0.09
H -0.1091 5.0568 -4.9051  0.13
H -1.6505 4.3568 -4.5363  0.13
H 0.8141 3.8618 -2.8186  0.13
H 0.1446 2.8077 -4.0388  0.13
H -0.1702 1.2272 -2.1019  0.05
H -1.2051 1.7468 -0.8230  0.07
H 0.4739 2.4360 -0.9360  0.11

Computed properties:
Net charge = 0
SMILES = COCCNCCOC.COCCNCCOC.COCCNCCOC.NC(N)=O.NC(N)=O.O.O.O.O
Gap between HOMO and LUMO = 9.35 eV
Energy above the lowest of the compared OMol25 structures with the same formula, charge and spin = 56.65 kJ/mol

***

Record 4
C20H62F6LiN17O22S2 | the ωB97M-V functional and the def2-TZVPD basis

Each line ends with the Löwdin charge.
Atoms and positions in Å:
Li 0.1267 -1.0671 1.8854  0.60
C -2.7402 1.0674 2.3936  -0.69
F -3.4460 2.1692 2.6444  0.11
F -2.3179 0.4451 3.5308  0.08
F -3.4205 0.2814 1.6347  0.16
S -1.0928 1.5598 1.4995  0.65
O -1.2775 2.8064 0.7794  -0.35
O -0.0930 1.6709 2.5524  -0.36
N -0.7160 0.1029 0.5494  -0.41
S -0.3279 0.8139 -0.8219  0.53
O -1.4554 1.4211 -1.5192  -0.33
O 0.8654 1.6095 -0.6261  -0.37
C 0.1447 -0.6257 -1.9702  -0.62
F -0.8173 -1.6434 -1.8557  0.06
F 0.1589 -0.1242 -3.1854  0.13
F 1.3245 -1.0458 -1.5310  0.12
C 0.1353 -6.0458 -0.4078  -0.18
C 0.0583 -5.1012 -1.5875  -0.28
O -1.1563 -4.6707 -1.9802  -0.04
O -0.3761 -5.3561 0.7063  -0.07
H 1.1912 -6.2671 -0.2524  0.13
H -0.4479 -6.9245 -0.6834  0.13
H 0.4661 -5.5784 -2.4786  0.12
H 0.6346 -4.1865 -1.4489  0.12
H -1.3657 -3.9645 -1.3645  0.08
H -0.4523 -5.8880 1.5019  0.11
C -1.0779 4.3096 5.3457  -0.20
C 0.4120 4.0612 4.9532  -0.19
O 0.4700 2.6544 4.9361  -0.15
O -1.9261 3.7848 4.3056  -0.08
H -1.3661 5.3456 5.5246  0.11
H -1.2999 3.7980 6.2822  0.10
H 1.1390 4.4269 5.6783  0.12
H 0.7601 4.4124 3.9818  0.11
H -0.1281 2.3708 4.2408  0.03
H -2.8154 3.6704 4.6487  0.09
C -0.4006 -3.3783 3.2092  -0.21
C -0.7466 -2.2395 4.1810  -0.21
O 0.1277 -1.1470 3.9451  -0.11
O -0.6307 -2.9980 1.8564  -0.13
H -1.1896 -4.1078 3.3919  0.12
H 0.5172 -3.9583 3.3061  0.13
H -0.7422 -2.4616 5.2481  0.12
H -1.8126 -2.0706 4.0291  0.12
H 0.3280 -0.7433 4.7928  0.04
H -0.5391 -3.7762 1.3018  0.03
C -0.7408 0.8056 7.4695  -0.21
C 0.1954 -0.4482 7.3726  -0.21
O 1.2011 -0.3240 6.3735  -0.07
O -1.6615 0.5701 6.4174  -0.06
H -0.0874 1.6766 7.4193  0.11
H -1.2486 0.8201 8.4338  0.12
H -0.3616 -1.3793 7.2687  0.11
H 0.7874 -0.5334 8.2839  0.11
H 1.4353 0.5945 6.2214  0.06
H -1.1152 0.6729 5.6347  0.05
C -1.8904 -2.6297 -4.9422  -0.22
C -2.9396 -3.7586 -4.7076  -0.22
O -2.2604 -4.9900 -4.5389  -0.06
O -2.5622 -1.3368 -5.1510  -0.09
H -1.2327 -2.8106 -5.7924  0.10
H -1.1841 -2.5313 -4.1179  0.09
H -3.4460 -3.7199 -5.6721  0.12
H -3.5983 -3.3655 -3.9333  0.11
H -1.7003 -4.8508 -3.7717  0.03
H -1.8394 -0.7236 -4.9991  0.04
C 2.1938 -4.2950 -4.2413  -0.81
O 2.8198 -5.0328 -3.5086  0.01
N 2.0270 -3.0461 -3.9655  0.19
N 1.6692 -4.6723 -5.3833  0.19
H 1.6767 -2.4091 -4.6666  0.05
H 2.4828 -2.7216 -3.1247  0.11
H 0.9577 -4.0652 -5.7645  0.09
H 1.9320 -5.5527 -5.8027  0.12
C -3.9612 -2.6489 -0.5568  -0.78
O -4.4257 -3.7731 -0.4801  0.01
N -4.4263 -1.6863 -1.3185  0.18
N -3.0209 -2.2724 0.2703  0.18
H -5.1871 -1.8859 -1.9520  0.12
H -3.7047 -1.0136 -1.5352  0.10
H -2.7284 -1.3102 0.3632  0.06
H -2.6522 -2.9368 0.9357  0.10
C 4.0028 2.8036 4.3118  -0.76
O 5.0483 3.2537 3.8470  0.01
N 3.6354 2.6508 5.5818  0.16
N 3.0017 2.4880 3.5604  0.19
H 4.3578 2.8883 6.2466  0.11
H 2.7665 2.2225 5.8676  0.08
H 2.2135 2.0486 4.0140  0.08
H 3.1453 2.3811 2.5664  0.10
C 1.8630 3.1861 -3.5539  -0.74
O 0.6961 3.6230 -3.5285  0.02
N 2.5886 2.5102 -2.6669  0.19
N 2.5109 3.3803 -4.6527  0.12
H 3.5885 2.5566 -2.8014  0.11
H 2.1004 2.3634 -1.7950  0.06
H 1.8806 3.6308 -5.4010  0.12
H 3.4789 3.1845 -4.8641  0.12
C 0.6455 5.8787 0.8815  -0.86
O 1.4887 6.6466 1.2542  0.02
N 0.5895 5.3662 -0.2708  0.19
N -0.3521 5.4780 1.5922  0.18
H 1.3083 5.5409 -0.9585  0.12
H -0.1299 4.6771 -0.4376  0.10
H -0.5142 5.9462 2.4724  0.12
H -0.9866 4.8282 1.1503  0.08
C 3.0737 -0.3407 1.4048  -0.75
O 2.1343 -0.8259 1.9566  0.02
N 3.1155 0.7803 0.6830  0.18
N 4.2559 -0.9003 1.4552  0.16
H 2.2272 1.1702 0.4022  0.05
H 3.9836 1.0722 0.2571  0.12
H 5.1484 -0.4439 1.3315  0.11
H 4.2573 -1.6876 2.0879  0.12
C 1.3061 -0.2333 -6.0260  -0.80
O 1.2777 -1.3861 -6.2469  0.06
N 0.4047 0.6236 -6.4683  0.19
N 2.1942 0.3958 -5.3007  0.18
H 0.5673 1.5878 -6.2154  0.10
H -0.2938 0.2750 -7.1091  0.13
H 2.2489 1.4010 -5.2182  0.06
H 2.9749 -0.1515 -4.9675  0.12
C -3.0359 2.6475 -5.3066  -0.77
O -3.5607 3.0503 -6.3554  -0.03
N -1.9208 3.1881 -4.9205  0.18
N -3.4474 1.5368 -4.7767  0.18
H -1.3701 2.7797 -4.1788  0.07
H -1.4022 3.9104 -5.3994  0.11
H -3.0742 1.2559 -3.8812  0.10
H -4.0772 0.9329 -5.2854  0.12

Computed properties:
Net charge = -1
Gap between HOMO and LUMO (spin up / spin down) = 2.37 / 8.16 eV
2S+1 = 2